No. 1
This record from OMol25 describes C4H9BO as an isolated structure at a distorted geometry. The level of theory is ωB97M-V with the def2-TZVPD basis set.

Atoms and positions in Å:
B: 0.471 -0.010 0.367
C: -0.773 -0.827 0.494
C: 1.994 -0.125 0.189
C: -0.031 1.921 0.179
C: -1.596 -1.397 -0.723
O: -1.109 -1.242 1.569
H: 2.394 -0.392 -0.701
H: 2.346 -0.894 0.879
H: 2.381 0.848 0.554
H: -0.917 2.021 0.768
H: -0.285 2.047 -0.876
H: 0.852 2.588 0.332
H: -1.494 -0.936 -1.696
H: -1.552 -2.469 -0.861
H: -2.683 -1.132 -0.476

Computed properties:
electronic energy	-7015.4848	eV
energy above the lowest of the compared OMol25 structures with the same formula, charge and spin	290.9	kJ/mol
HOMO	-9.1	eV



No. 2
This record from OMol25 describes C39H44CoN9O4S2 as an isolated structure at a distorted geometry. The level of theory is ωB97M-V with the def2-TZVPD basis set.

Atoms and positions in Å:
Co: -0.586 -0.217 0.072
C: 2.936 -1.611 1.815
C: 1.826 -1.229 0.895
N: 0.938 -0.263 1.183
N: 0.960 0.427 2.253
C: -0.204 1.339 2.181
O: -1.250 0.818 1.509
C: -0.639 1.801 3.563
C: -1.812 2.542 3.659
C: -2.226 3.041 4.884
C: -1.468 2.804 6.024
C: -0.300 2.064 5.929
C: 0.118 1.567 4.701
C: 1.583 -1.832 -0.362
C: 2.432 -2.787 -0.966
C: 2.156 -3.236 -2.234
C: 1.042 -2.748 -2.923
C: 0.222 -1.853 -2.262
N: 0.457 -1.425 -1.028
H: 2.803 -1.091 2.761
H: 3.919 -1.335 1.414
H: 2.940 -2.688 2.004
H: -2.393 2.706 2.761
H: -3.136 3.625 4.947
H: -1.790 3.195 6.982
H: 0.302 1.888 6.813
H: 1.036 1.004 4.614
H: 3.296 -3.141 -0.420
H: 2.806 -3.967 -2.702
H: 0.811 -3.061 -3.931
H: -0.679 -1.464 -2.721
C: 0.976 2.299 -6.989
O: 0.270 3.519 -6.949
C: -0.950 3.502 -6.326
C: -1.621 4.717 -6.242
C: -2.844 4.788 -5.605
C: -3.414 3.669 -4.995
C: -2.761 2.445 -5.148
C: -1.543 2.358 -5.802
N: -4.646 3.887 -4.322
N: -5.131 3.072 -3.488
C: -4.361 2.231 -2.689
C: -4.992 1.063 -2.275
C: -4.340 0.041 -1.605
C: -2.980 0.158 -1.274
O: -2.313 -0.746 -0.678
C: -2.311 1.402 -1.647
N: -0.991 1.466 -1.340
C: -0.364 2.601 -1.528
C: -1.017 3.761 -1.971
C: -2.330 3.690 -2.339
C: -3.011 2.456 -2.254
H: 1.922 2.509 -7.485
H: 0.436 1.539 -7.561
H: 1.167 1.916 -5.982
H: -1.165 5.595 -6.682
H: -3.380 5.726 -5.541
H: -3.213 1.541 -4.765
H: -1.067 1.392 -5.884
H: -6.032 0.950 -2.562
H: -4.856 -0.870 -1.334
H: 0.692 2.600 -1.290
H: -0.479 4.700 -2.013
H: -2.853 4.574 -2.676
C: 6.670 0.583 -1.701
C: 6.355 -0.802 -2.259
C: 5.493 -0.773 -3.519
C: 4.049 -0.325 -3.295
N: 3.866 1.115 -3.407
C: 3.307 1.885 -2.450
S: 3.024 1.390 -0.883
N: 2.977 3.156 -2.843
C: 3.710 3.915 -3.848
C: 5.169 4.183 -3.461
C: 5.337 4.715 -2.038
C: 4.655 6.060 -1.808
H: 7.322 0.513 -0.829
H: 5.761 1.099 -1.390
H: 7.178 1.194 -2.453
H: 5.843 -1.395 -1.496
H: 7.292 -1.317 -2.492
H: 5.467 -1.775 -3.957
H: 5.965 -0.115 -4.259
H: 3.702 -0.610 -2.302
H: 3.395 -0.813 -4.022
H: 3.871 1.489 -4.342
H: 2.638 3.697 -2.062
H: 3.166 4.848 -3.990
H: 3.675 3.398 -4.810
H: 5.588 4.896 -4.179
H: 5.736 3.253 -3.555
H: 6.406 4.814 -1.833
H: 4.953 3.979 -1.327
H: 5.056 6.824 -2.479
H: 4.804 6.400 -0.783
H: 3.577 6.006 -1.974
O: 2.014 3.634 3.083
S: 1.426 3.528 1.754
N: 0.374 2.527 1.425

Computed properties:
electronic energy	-122056.2979	eV
energy above the lowest of the compared OMol25 structures with the same formula, charge and spin	206.1	kJ/mol
HOMO (spin up / spin down)	-4.1 / -4.1	eV
2S+1	2
expectation value of S²	0.7602
net charge	-1



No. 3
This record from OMol25 describes one molecule with the formula C6H7NOS at a distorted geometry. The level of theory is ωB97M-V with the def2-TZVPD basis set.

Atoms and positions in Å:
C: 2.327 -0.061 -0.155
C: 1.509 -1.043 0.311
C: 1.733 1.190 -0.478
C: 0.156 -0.897 0.352
C: 0.352 1.285 -0.527
C: -0.418 0.232 -0.194
N: -2.526 -1.179 -0.439
O: -2.465 0.952 1.134
S: -2.175 0.287 -0.446
H: 3.358 -0.251 0.018
H: 2.006 -1.917 0.707
H: 2.244 2.127 -0.784
H: -0.383 -1.795 0.660
H: -0.208 2.284 -0.915
H: -3.089 -1.664 -1.129
H: -2.422 0.452 1.885

Computed properties:
electronic energy	-20705.5646	eV
energy above the lowest of the compared OMol25 structures with the same formula, charge and spin	169.5	kJ/mol
HOMO	-9.1	eV



No. 4
This record from OMol25 describes C22H28BF2I2O4 as an isolated structure at a distorted geometry. The level of theory is ωB97M-V with the def2-TZVPD basis set.

Atoms and positions in Å:
C: 3.110 -2.771 0.613
C: 1.776 -2.601 -0.381
O: 2.305 -2.195 -1.693
C: 1.614 -1.003 -2.226
C: 2.513 0.397 -2.055
O: 3.324 0.200 -0.843
C: 4.174 1.362 -0.542
B: 3.387 2.201 0.675
O: 4.002 2.141 2.042
C: 3.123 1.452 3.033
C: 1.797 0.913 2.219
C: 0.316 1.496 2.622
I: -0.697 2.995 1.342
C: -0.445 1.062 3.837
C: 0.159 -0.062 4.898
I: -2.444 1.861 4.324
O: 2.050 1.586 0.929
H: 3.544 -3.873 0.512
H: 2.844 -2.476 1.714
H: 4.005 -2.060 0.270
H: 1.027 -1.836 0.106
H: 1.244 -3.662 -0.502
H: 1.553 -1.168 -3.406
H: 0.511 -0.868 -1.824
H: 1.728 1.258 -1.906
H: 3.208 0.583 -3.001
H: 5.169 0.927 -0.050
H: 4.446 2.032 -1.462
H: 3.426 3.295 0.243
H: 2.842 2.043 4.021
H: 3.669 0.465 3.360
H: 1.963 -0.239 2.086
H: 0.177 0.456 5.969
H: 1.233 -0.443 4.619
H: -0.628 -0.947 4.977
F: -5.816 7.048 -1.940
C: -5.453 6.404 -0.823
C: -6.245 6.510 0.315
C: -5.870 5.835 1.477
C: -4.701 5.070 1.491
C: -3.911 4.975 0.345
C: -4.291 5.640 -0.820
H: -7.145 7.115 0.288
H: -6.487 5.905 2.370
H: -4.407 4.548 2.399
H: -2.999 4.382 0.359
H: -3.693 5.570 -1.723
F: 0.092 -5.485 -0.729
C: -0.409 -5.721 -1.949
C: -0.582 -7.033 -2.376
C: -1.108 -7.279 -3.644
C: -1.445 -6.208 -4.477
C: -1.263 -4.895 -4.041
C: -0.747 -4.650 -2.769
H: -0.307 -7.851 -1.719
H: -1.255 -8.301 -3.984
H: -1.852 -6.401 -5.467
H: -1.522 -4.064 -4.692
H: -0.608 -3.635 -2.411

Computed properties:
electronic energy	-53765.9558	eV
HOMO	-3.9	eV
net charge	-1